Entry 1:
Entry from OMol25: 3 unconnected molecules or ions with the total composition C3H7O2 (ωB97M-V/def2-TZVPD).

Last column: Löwdin charge in e.
Element x y z (Å)
C: 2.105404 0.426218 0.594059  -0.55
O: -1.554811 -1.284939 -0.283744  -0.07
H: -4.256581 0.066287 -2.872919  0.01
C: -0.438625 -0.832513 -0.256607  -0.19
H: 2.784457 1.254500 0.223763  0.08
H: -4.493879 -0.193131 -3.506461  0.00
O: 2.616623 -0.747867 0.418809  -0.24
H: 0.035892 -0.022681 -0.780046  0.05
C: 1.218159 0.734727 1.659913  -0.14
H: 0.902334 -0.055540 2.358437  0.02
H: 0.192789 -1.117386 0.632506  0.04
H: 0.888237 1.772326 1.812290  -0.01

Forces on atoms 1 to 3 (eV/Å):
1.9 -1.0 3.3
-0.8 0.3 -1.4
0.2 0.2 0.6

The calculation puts the total energy at -7317.173 eV. Its charge is -1. The orbital gap is 0.2514 Ha.



Entry 2:
Entry from OMol25: CH5N3S2 in the gas phase (ωB97M-V/def2-TZVPD).

Last column: Löwdin charge in e.
Element x y z (Å)
H: -0.169455 2.603616 -0.711657  0.05
N: -0.674576 1.749666 -0.930658  -0.36
C: 0.445535 -0.723073 -0.621486  -1.19
H: 1.093774 -1.295596 1.980091  0.06
S: 0.099794 0.542419 -1.865952  0.84
H: -1.466305 2.119950 -1.391274  0.01
H: -0.520336 0.632636 0.641031  0.13
N: 0.116022 -1.100463 1.816434  -0.01
S: 1.080253 -2.160049 -1.004825  0.60
H: -0.120022 -2.100989 1.413692  0.09
N: 0.115316 -0.268115 0.674604  -0.22

Forces on atoms 1 to 3 (eV/Å):
0.9 -0.5 0.0
0.5 0.4 0.5
-1.2 2.1 2.7

Its SMILES is NNC(=S)SN. The calculation puts the total energy at -27257.451 eV. The orbital gap is 0.3348 Ha.



Entry 3:
Entry from OMol25: a molecular structure, C25H46CeCl2N3O6Si (ωB97M-V/def2-TZVPD).

Last column: Mulliken spin population.
Element x y z (Å)
C: -2.250264 2.461710 -3.775135  0.00
O: 0.532896 -1.414061 2.647509  0.00
C: 3.344635 0.574880 -2.354068  0.00
H: -3.198232 -3.306872 3.914443  0.00
H: 6.325022 -0.240175 -1.058519  0.00
C: 0.430206 -1.740263 -0.666921  0.00
C: 5.184631 -0.650402 5.980101  0.00
H: 4.841346 0.319036 0.697285  0.00
C: -2.682093 2.481024 -5.047004  0.00
H: 5.351760 0.423515 6.111246  0.00
H: 2.081016 2.746877 6.141236  0.00
O: 2.807585 0.422013 0.364925  0.00
H: 4.748854 -1.068925 6.896090  0.00
C: -5.121867 0.614404 -2.423634  0.00
H: -5.179502 1.308399 -1.572205  0.00
C: -2.439260 -1.129241 -0.405138  0.00
H: -3.383107 -1.899627 2.836150  0.00
H: 3.875994 0.841524 -3.269801  0.00
C: 3.861666 0.231103 4.159186  0.00
C: -2.745259 1.427557 -2.770266  0.00
C: -5.985288 -1.217489 -3.756262  0.00
H: -0.801827 -0.694871 4.030876  0.00
H: -2.528385 3.089392 -7.069086  0.00
O: 3.059080 0.128918 3.197411  0.00
H: -2.316425 -2.141874 0.000025  0.00
H: -1.014263 3.260159 -6.170942  0.00
O: 0.739612 1.367750 4.365204  0.00
H: 5.833691 0.140513 -2.743559  0.00
C: -4.806718 -1.242969 -4.505321  0.00
H: 2.603447 1.339450 -2.102757  0.00
Ce: 1.120562 0.794401 1.994614  0.99
H: 4.780782 -2.734790 4.131539  0.00
H: -1.970593 -2.050997 -3.368537  0.00
C: -1.059038 -3.651731 2.369603  0.00
H: -3.380402 -1.123575 -0.972030  0.00
C: 5.765035 0.451565 -1.699218  0.00
H: 0.660500 3.759244 5.812368  0.00
C: -0.942998 -1.862260 -3.023699  0.00
H: 2.816339 -0.375408 -2.510183  0.00
H: -2.855368 -0.322203 -4.779885  0.00
H: -7.050836 -0.294188 -2.109087  0.00
H: 2.244765 4.206086 5.104521  0.00
H: -2.537307 -0.426878 0.431466  0.00
H: -1.213702 -3.417371 1.303106  0.00
C: 1.594841 3.373195 5.384772  0.00
C: -6.142161 -0.298982 -2.716373  0.00
O: 1.610705 2.893578 2.993369  0.00
H: 0.238198 -1.855825 0.410661  0.00
C: -3.949037 0.600309 -3.190249  0.00
H: -2.942525 1.961091 -1.826486  0.00
N: 4.280500 -0.819015 4.854737  0.00
H: -0.496976 -2.841501 -2.818610  0.00
H: 0.482208 -2.756956 -1.071021  0.00
H: -1.435553 4.412291 -3.331147  0.00
H: 1.434740 -1.313630 -0.758123  0.00
H: -2.326460 4.421359 -5.915393  0.00
H: 4.256153 1.219418 4.467248  0.00
C: -2.777498 -2.336063 3.646541  0.00
C: -0.536691 -1.506425 3.340250  0.00
H: -0.798345 3.072718 -2.319039  0.00
C: -3.802683 -0.308843 -4.240900  0.00
Cl: -1.530139 1.245597 2.102098  0.00
H: -6.778808 -1.930610 -3.978595  0.00
N: -1.387832 -2.512096 3.229723  0.00
Cl: 0.138439 1.107347 -0.871075  0.00
Si: -0.974167 -0.649006 -1.512392  0.00
C: 3.902644 -2.183830 4.494498  0.00
H: -0.277322 3.257586 -4.005325  0.00
H: -0.016830 -3.956768 2.532804  0.00
H: -2.798173 -1.661459 4.510280  0.00
C: 4.009883 0.392992 -0.027868  0.00
H: 6.144210 -1.151379 5.796781  0.00
C: 1.277230 2.510303 4.182606  0.00
H: -3.505511 1.834898 -5.362021  0.00
H: -0.402217 -1.413092 -3.866441  0.00
H: 3.537335 -2.704555 5.387147  0.00
H: -1.725351 -4.477140 2.638877  0.00
H: 3.129692 -2.161694 3.725184  0.00
O: -1.675984 0.513795 -2.616471  0.00
H: 6.210966 1.451711 -1.590833  0.00
C: -2.104231 3.362980 -6.100035  0.00
C: -1.133510 3.353373 -3.321872  0.00
H: -4.635926 -1.981089 -5.288825  0.00
N: 4.359499 0.452067 -1.304127  0.00

Forces on atoms 1 to 3 (eV/Å):
-0.6 -0.5 -0.9
-1.2 -0.7 1.6
-0.1 0.0 -0.2

Its spin multiplicity is 2. The calculation puts the total energy at -89284.282 eV. As for the expectation value of S²: 0.751. The orbital gap is 0.2485 Ha.



Entry 4:
Entry from OMol25: a molecular structure, C28H44GeN4O3PSeSnTe (ωB97M-V/def2-TZVPD).

Last column: Löwdin charge in e.
Element x y z (Å)
C: 2.204455 -4.623861 1.145250  -0.05
N: -3.161010 1.793818 0.161580  -0.03
C: -4.036689 1.305865 -0.720976  -0.13
H: 2.880100 -4.251776 -5.535717  0.02
H: 4.385017 0.425420 4.149714  0.09
H: -0.829369 -6.072560 -4.469736  0.02
Sn: -0.988106 0.604692 0.342808  1.00
C: -0.200389 3.905542 0.413255  -0.18
Se: 0.394168 -1.887450 -1.686919  0.77
C: -1.452877 0.846768 5.949229  -0.05
O: 1.224375 0.104838 1.287333  -0.51
C: 0.623961 1.415688 -4.022454  -0.07
H: 0.493621 -6.186716 -5.635940  0.02
C: -4.354015 3.844275 0.175461  -0.01
H: -1.462311 0.906170 -4.118359  0.11
Te: -1.461270 -1.561713 2.163723  0.64
H: -0.466507 5.050899 -1.342797  0.13
C: 2.330314 -1.776514 -1.633531  -0.38
H: 1.669508 -4.608498 0.195822  0.06
H: 2.734233 -2.688994 -1.201447  0.02
P: 0.898740 -1.100144 2.129898  0.09
H: -5.798385 1.597044 -1.898214  0.11
C: 1.126792 3.030203 -2.345829  -0.02
Ge: 0.672879 -4.009049 -4.316411  0.75
C: -2.047712 0.750838 4.708103  -0.18
H: 0.914045 0.754458 -4.825944  0.10
O: 1.324756 -0.939399 3.650712  -0.28
H: 2.834443 -2.683862 -4.732224  0.01
C: 2.732539 -0.917833 4.015261  -0.24
C: -0.377150 -2.836009 -5.470937  -0.21
C: 3.314787 0.476440 3.945872  -0.06
N: -1.635255 1.443475 3.641651  0.05
C: -0.227978 3.074547 -2.036038  -0.33
H: 3.174935 -4.149227 -3.797924  0.02
H: -3.852469 0.295004 -1.068910  0.12
H: 2.731403 -1.607643 -2.627258  0.00
H: 2.066693 -3.698694 3.094939  0.12
H: 0.793385 -6.523347 -3.928237  0.02
H: -0.115140 -3.002891 -6.516002  0.02
C: -0.133825 3.080572 2.606768  -0.14
C: -0.605273 2.262832 3.785195  -0.28
H: 2.568260 -0.937047 -0.983532  0.01
H: 0.885328 2.768548 2.367300  0.13
H: -2.297925 4.632885 1.624527  0.14
H: -6.099760 3.938326 -1.065428  0.12
H: 2.854674 1.130520 4.684408  0.07
H: 1.828016 3.668550 -1.822211  0.12
H: -2.610542 3.172136 2.574696  0.12
H: -2.891574 0.091896 4.544349  0.09
C: -0.702182 1.508409 -3.633476  -0.14
H: 0.634688 -4.391888 -1.773621  0.00
H: 0.833235 3.557148 0.370583  0.12
C: 0.152887 -3.673909 -2.439554  -0.61
H: -1.443087 -3.030191 -5.348831  0.02
H: 0.517829 -3.852198 2.245273  0.08
C: -5.274264 3.329881 -0.720902  -0.03
H: 2.155791 -5.632103 1.556585  0.09
H: 0.908614 3.095053 5.066009  0.12
C: 2.587203 -3.738547 -4.619179  -0.22
H: 2.761526 -1.312952 5.028501  0.12
N: -1.129878 2.315284 -2.663095  0.09
H: -0.923310 -3.843024 -2.365505  0.01
C: -5.113805 2.032007 -1.184887  -0.03
H: 2.607458 2.139472 -3.619282  0.11
H: -0.177120 4.905591 0.865708  0.13
H: 3.250516 -4.374789 0.966454  0.09
H: 3.282590 -1.595520 3.361029  0.11
C: -0.749729 4.049021 -1.010614  -0.11
C: 1.584210 -3.650644 2.116450  -0.27
C: 1.558981 2.187551 -3.355072  -0.05
H: -4.441504 4.858660 0.541267  0.12
H: -0.073765 4.128451 2.938195  0.14
C: 0.071525 2.411621 4.993786  -0.03
C: -3.301957 3.044278 0.600733  -0.28
C: -0.361862 1.695365 6.090151  -0.05
H: -1.829308 0.269301 6.781511  0.11
C: 0.235048 -5.890801 -4.618923  -0.22
H: -0.185849 -1.791642 -5.228129  0.00
H: -1.835096 4.012790 -1.038023  0.10
H: 3.169552 0.901262 2.952767  0.07
N: -0.926522 3.019776 1.363468  -0.23
H: 0.142514 1.791938 7.042921  0.11
C: -2.290884 3.537001 1.601750  -0.12
O: 1.750071 -2.320674 1.581114  -0.30

Forces on atoms 1 to 3 (eV/Å):
0.0 0.0 0.0
0.0 -0.1 0.1
0.0 0.0 0.0

The calculation puts the total energy at -186126.845 eV. Its charge is +1. The orbital gap is 0.2825 Ha.



Question: Number 3 is which compound?
Answer: C25H46CeCl2N3O6Si



Question: The highest orbital gap belongs to which entry?
Answer: CH5N3S2



Question: Which value of orbital gap does entry 3 give?
Answer: 0.2485 Ha



Question: Among the records above, which one has the highest total energy?
Answer: C3H7O2